# 1
ORCA calculation (ωB97M-V/def2-TZVPD) on a 2-piece molecular cluster, C2H4ClN2P overall in a non-equilibrium geometry.

Structure (XYZ):
```
10
Properties=species:S:1:pos:R:3:forces:R:3:lowdin_charge:R:1
Cl 3.224 -0.132 -0.650 0.81 0.53 -0.41 0.260
P 0.013 -0.192 1.668 0.41 0.69 0.89 0.916
N 0.693 -1.007 0.476 -0.21 -0.04 1.30 -0.434
N 0.083 -0.871 -0.706 -2.23 -0.19 -3.87 -0.113
C -0.930 -0.045 -0.766 2.67 -0.08 3.62 -0.184
C -1.081 0.696 0.540 0.10 0.95 -1.44 -0.438
H 2.577 -1.113 -0.163 -0.37 -0.32 0.24 -0.286
H -2.140 0.726 0.671 -0.76 0.40 0.91 0.057
H -0.702 1.777 0.345 -0.52 -1.47 0.62 0.126
H -1.736 0.163 -1.414 0.08 -0.47 -1.85 0.095
```
Positions in Å, forces in eV/Å.

## Properties
Energy above the lowest of the compared OMol25 structures with the same formula, charge and spin ... 63.27 kcal per mole
Largest force on an atom ... 4.50 eV/Å
Net charge ... 0
Structure (SMILES) ... C1=NN=PC1.Cl
2S+1 ... 1
E_HOMO ... -9.60 eV


# 2
ORCA calculation (ωB97M-V/def2-TZVPD) on one molecule with the formula C2H4ClN2PS2 in a non-equilibrium geometry.

Structure (XYZ):
```
12
Properties=species:S:1:pos:R:3:forces:R:3:lowdin_charge:R:1
Cl -4.245 -0.145 1.022 -0.96 -0.92 0.92 0.128
S 1.513 -1.097 0.546 1.38 -0.24 0.12 0.903
S -1.960 2.109 1.494 -0.24 -0.15 -0.48 0.293
P -3.162 1.148 -0.053 1.28 1.10 -0.12 0.142
N -2.083 0.036 -0.719 0.33 -0.52 -0.80 -0.342
N -0.916 -0.241 -0.387 -1.19 0.93 0.24 -0.168
C 0.207 -0.365 -0.103 -0.49 0.03 -0.43 -0.501
C 2.840 -0.644 -0.736 -1.74 0.59 2.63 -0.265
H 3.114 -1.601 -0.991 1.40 -1.91 -0.85 -0.010
H 2.268 -0.211 -1.509 -0.05 0.90 -0.86 0.023
H -1.129 1.063 1.615 0.01 0.02 0.20 -0.242
H 3.553 -0.053 -0.179 0.27 0.16 -0.57 0.038
```
Positions in Å, forces in eV/Å.

## Properties
Energy above the lowest of the compared OMol25 structures with the same formula, charge and spin ... 21.22 kcal per mole
Largest force on an atom ... 3.21 eV/Å
Net charge ... 0
2S+1 ... 1
E_HOMO ... -8.64 eV


# 3
ORCA calculation (ωB97M-V/def2-TZVPD) on a 2-piece molecular cluster, C2H4ClNO2 overall in a non-equilibrium geometry.

Structure (XYZ):
```
10
Properties=species:S:1:pos:R:3:forces:R:3:lowdin_charge:R:1
Cl -1.290 -1.870 0.240 -0.12 0.43 -0.43 0.666
O -2.236 1.210 -0.164 0.63 -1.01 -0.75 0.121
O -0.115 1.697 0.343 -0.34 -0.86 0.16 0.033
N 1.323 -0.409 0.393 -2.84 1.21 -1.90 0.011
C -1.089 0.854 -0.119 0.67 2.76 2.32 -0.601
C -0.510 -0.470 -0.432 3.54 -1.96 1.11 -0.476
H 1.802 -0.420 -0.505 0.34 -0.15 0.39 0.028
H 0.652 1.125 0.731 -0.86 0.42 -1.13 0.084
H 1.662 -1.150 0.994 -0.70 -0.64 -0.28 0.031
H -0.199 -0.568 -1.483 -0.32 -0.20 0.51 0.104
```
Positions in Å, forces in eV/Å.

## Properties
Energy above the lowest of the compared OMol25 structures with the same formula, charge and spin ... 42.31 kcal per mole
Largest force on an atom ... 4.20 eV/Å
Net charge ... 0
2S+1 ... 1
E_HOMO ... -10.53 eV


# 4
ORCA calculation (ωB97M-V/def2-TZVPD) on a 2-piece molecular cluster, C2H4ClO2S overall in a non-equilibrium geometry.

Structure (XYZ):
```
10
Properties=species:S:1:pos:R:3:forces:R:3:lowdin_charge:R:1
Cl -2.330 0.100 -1.174 -0.67 0.31 -0.45 0.497
S -0.462 -2.361 -1.414 -0.35 0.60 0.16 0.555
O 0.588 -2.855 -0.499 0.16 -0.04 0.18 -0.583
O 0.099 -1.779 -2.662 -0.03 0.02 -0.05 -0.575
C -0.926 -0.670 -0.523 -0.39 -1.64 3.86 -0.972
C 0.249 0.239 -0.409 0.24 0.05 0.02 -0.265
H -1.379 -1.068 1.115 1.05 0.76 -3.64 0.159
H 0.047 1.141 0.174 -0.07 -0.10 -0.03 0.057
H 1.061 -0.329 0.045 0.03 0.03 0.00 0.061
H 0.554 0.525 -1.418 0.03 0.01 -0.05 0.065
```
Positions in Å, forces in eV/Å.

## Properties
Energy above the lowest of the compared OMol25 structures with the same formula, charge and spin ... 39.07 kcal per mole
Largest force on an atom ... 4.21 eV/Å
Net charge ... -1
2S+1 ... 1
E_HOMO ... -3.61 eV


# 5
ORCA calculation (ωB97M-V/def2-TZVPD) on a 2-piece molecular cluster, C2H4ClOP overall in a non-equilibrium geometry.

Structure (XYZ):
```
9
Properties=species:S:1:pos:R:3:forces:R:3:lowdin_charge:R:1
Cl -2.732 1.091 0.599 -0.41 1.28 0.31 0.169
P -1.857 -0.712 0.650 0.24 -0.60 0.14 0.406
O -2.131 -1.275 -0.663 0.08 -0.74 -0.50 -0.542
C 0.987 -0.197 0.480 1.87 -0.19 -3.97 -0.177
C 1.154 0.517 -0.681 -1.01 -1.28 1.25 -0.036
H 1.257 -1.246 0.575 -0.52 -0.17 -0.68 0.055
H 1.247 -0.016 -1.644 0.05 0.44 0.65 0.064
H 1.031 0.225 1.398 -0.45 1.89 2.71 0.001
H 1.043 1.612 -0.714 0.13 -0.63 0.10 0.060
```
Positions in Å, forces in eV/Å.

## Properties
Energy above the lowest of the compared OMol25 structures with the same formula, charge and spin ... 17.92 kcal per mole
Largest force on an atom ... 4.40 eV/Å
Net charge ... 0
Structure (SMILES) ... O=PCl.C=C
2S+1 ... 1
E_HOMO ... -10.02 eV


# 6
ORCA calculation (ωB97M-V/def2-TZVPD) on a 2-piece molecular cluster, C2H4ClP overall in a non-equilibrium geometry.

Structure (XYZ):
```
8
Properties=species:S:1:pos:R:3:forces:R:3:lowdin_charge:R:1
Cl -3.338 -1.511 -0.849 -2.90 -1.54 -1.10 0.353
P -0.349 -0.252 1.259 -0.28 -0.45 0.14 0.891
C 0.916 0.743 1.085 -0.80 -0.88 -1.26 -0.484
C 0.469 0.389 -0.328 1.62 -0.54 1.87 -0.409
H 1.867 0.926 1.481 0.92 0.90 0.62 0.017
H -0.123 1.110 -0.805 -0.32 0.87 -1.10 0.007
H -2.335 -0.978 -0.474 2.89 1.54 1.04 -0.434
H 1.270 -0.167 -0.852 -1.12 0.11 -0.21 0.058
```
Positions in Å, forces in eV/Å.

## Properties
Energy above the lowest of the compared OMol25 structures with the same formula, charge and spin ... 51.11 kcal per mole
Largest force on an atom ... 3.46 eV/Å
Net charge ... 0
Structure (SMILES) ... C1=PC1.Cl
2S+1 ... 1
E_HOMO ... -9.24 eV


# 7
ORCA calculation (ωB97M-V/def2-TZVPD) on one molecule with the formula C2H4ClP in a non-equilibrium geometry.

Structure (XYZ):
```
8
Properties=species:S:1:pos:R:3:forces:R:3:lowdin_charge:R:1
Cl 2.148 -0.978 0.591 0.66 -0.41 0.19 0.646
P -1.491 -0.933 -0.290 1.56 0.85 0.49 0.740
C 1.211 0.076 -0.304 0.75 0.64 -2.70 -0.732
C -0.067 0.430 0.127 -3.12 0.97 0.84 -0.637
H -0.483 1.384 -0.238 0.65 -0.31 -0.17 0.059
H -1.021 -1.420 0.944 -0.46 -0.85 0.06 -0.190
H 1.540 0.544 -1.250 0.52 -0.90 0.67 0.076
H -0.020 0.498 1.200 -0.57 0.02 0.63 0.039
```
Positions in Å, forces in eV/Å.

## Properties
Energy above the lowest of the compared OMol25 structures with the same formula, charge and spin ... 69.68 kcal per mole
Largest force on an atom ... 3.37 eV/Å
Net charge ... 0
2S+1 ... 1
E_HOMO (spin up / spin down) ... -8.63 / -7.42 eV


# 8
ORCA calculation (ωB97M-V/def2-TZVPD) on C2H4CrF3NO4S as an isolated structure in a non-equilibrium geometry.

Structure (XYZ):
```
16
Properties=species:S:1:pos:R:3:forces:R:3:lowdin_spin:R:1
Cr -1.011 0.917 -1.143 -1.71 -2.97 0.16 4.061
S -1.756 -1.586 0.614 -1.35 -2.31 1.88 0.002
F -0.048 0.324 1.249 0.18 0.91 0.03 0.023
F -0.559 -0.966 2.914 0.00 0.10 0.06 0.001
F 0.806 -1.646 1.393 0.26 -0.07 0.04 0.001
O -2.935 -1.036 1.291 1.61 -0.38 -1.03 0.001
O -0.379 -1.170 -1.444 -1.08 1.85 0.28 -0.142
O -1.537 -3.035 0.625 -0.22 2.35 -0.16 -0.005
O 0.819 1.110 -1.499 3.06 -2.90 -1.21 0.070
N -1.661 -0.927 -0.836 0.34 0.07 -0.44 -0.052
C 1.689 2.065 -0.922 1.30 -0.08 0.40 0.023
C -0.292 -0.949 1.620 -0.60 -0.80 -0.49 0.004
H 2.253 1.629 -0.083 -0.18 0.07 -0.24 0.001
H 1.106 2.900 -0.508 0.08 -0.24 -0.36 0.006
H 1.095 -0.049 -1.598 -1.38 4.33 0.86 0.004
H 2.409 2.418 -1.674 -0.28 0.08 0.23 0.002
```
Positions in Å, forces in eV/Å.

## Properties
Energy above the lowest of the compared OMol25 structures with the same formula, charge and spin ... 13.12 kcal per mole
<S²> ... 6.150
Largest force on an atom ... 4.62 eV/Å
Net charge ... 0
2S+1 ... 5
E_HOMO (spin up / spin down) ... -8.61 / -8.96 eV


# 9
ORCA calculation (ωB97M-V/def2-TZVPD) on C2H4CuLiO2 as an isolated structure in a non-equilibrium geometry.

Structure (XYZ):
```
10
Properties=species:S:1:pos:R:3:forces:R:3:lowdin_spin:R:1
Cu 0.185 -0.012 2.002 1.24 0.06 -1.57 0.135
O 2.165 0.063 1.558 -1.34 0.35 0.37 0.009
O -1.287 0.267 0.450 -0.24 0.31 0.82 0.077
C 0.182 -0.418 -1.313 -1.10 0.00 0.05 0.004
C -0.875 0.283 -0.812 0.32 -1.75 -0.54 0.021
Li -2.739 1.193 1.122 0.41 -0.30 -0.04 0.745
H 2.975 -0.432 1.666 -0.19 -0.31 0.34 0.001
H 0.471 -0.273 -2.355 -0.27 -0.22 0.23 0.000
H 0.554 -1.299 -0.778 0.55 0.92 0.15 0.001
H -1.632 0.628 -1.540 0.60 0.92 0.21 0.008
```
Positions in Å, forces in eV/Å.

## Properties
Energy above the lowest of the compared OMol25 structures with the same formula, charge and spin ... 40.12 kcal per mole
<S²> ... 0.751
Largest force on an atom ... 2.01 eV/Å
Net charge ... -1
2S+1 ... 2
E_HOMO (spin up / spin down) ... -0.82 / -4.22 eV


# 10
ORCA calculation (ωB97M-V/def2-TZVPD) on C2H4CuLiO2 as an isolated structure in a non-equilibrium geometry.

Structure (XYZ):
```
10
Properties=species:S:1:pos:R:3:forces:R:3:lowdin_spin:R:1
Cu 1.410 -0.590 -1.392 0.75 -0.53 -0.29 0.642
O -0.196 0.083 -0.823 0.57 0.56 2.08 0.136
O 2.147 0.488 -0.111 0.44 0.00 -0.29 1.194
C -1.294 -0.602 -0.199 -0.93 -0.20 0.50 0.022
C -0.346 -0.061 0.793 -2.71 -0.53 -0.12 -0.001
Li 2.374 2.371 -0.353 0.23 0.42 0.19 -0.001
H -2.210 -0.033 -0.371 0.07 -0.48 -0.08 0.006
H -1.299 -1.681 -0.365 -0.26 0.30 0.01 0.002
H 0.100 -0.791 1.472 1.30 0.01 -1.07 0.001
H -0.686 0.816 1.349 0.54 0.45 -0.92 0.000
```
Positions in Å, forces in eV/Å.

## Properties
Energy above the lowest of the compared OMol25 structures with the same formula, charge and spin ... 22.72 kcal per mole
<S²> ... 2.011
Largest force on an atom ... 2.76 eV/Å
Net charge ... +2
2S+1 ... 3
E_HOMO (spin up / spin down) ... -21.06 / -20.91 eV